[1]
Molecular formula: C24H72O24
Method: DFT, ωB97M-V with the def2-TZVPD basis set

The value obtained for the HOMO-LUMO gap is 9.9 eV. The calculation puts the energy above the lowest of the compared OMol25 structures with the same formula, charge and spin at 35.0 kcal per mole. Its total energy is -2763.1743 hartree. The HOMO energy comes out at -9.847 eV. Its spin multiplicity is 1.

Cartesian coordinates (Å):
O: -5.575 -17.312 6.655
C: -6.849 -16.872 6.254
C: -7.903 -17.951 6.332
O: -7.762 -18.684 5.109
H: -5.194 -17.837 5.932
H: -7.105 -15.970 6.825
H: -6.848 -16.452 5.239
H: -8.902 -17.524 6.349
H: -7.691 -18.623 7.167
H: -8.580 -19.186 4.925
O: -10.636 -18.511 9.784
C: -10.741 -17.404 8.850
C: -11.460 -17.944 7.613
O: -10.650 -18.933 7.031
H: -9.887 -18.361 10.386
H: -11.299 -16.559 9.256
H: -9.699 -17.212 8.574
H: -11.608 -17.106 6.927
H: -12.458 -18.269 7.924
H: -10.269 -19.335 7.823
O: -5.210 -18.801 3.933
C: -4.486 -19.806 3.212
C: -5.321 -20.408 2.127
O: -6.526 -20.962 2.690
H: -6.131 -19.094 3.835
H: -3.576 -19.368 2.800
H: -4.167 -20.566 3.934
H: -4.758 -21.278 1.763
H: -5.478 -19.775 1.253
H: -7.088 -21.319 1.997
O: -7.755 -17.035 2.750
C: -9.047 -17.068 2.205
C: -10.028 -16.301 3.115
O: -9.575 -14.963 3.283
H: -7.812 -17.559 3.587
H: -9.179 -16.496 1.278
H: -9.346 -18.087 1.940
H: -10.155 -16.718 4.122
H: -11.029 -16.241 2.669
H: -8.684 -14.896 2.916
O: -7.676 -14.011 10.533
C: -8.147 -14.881 9.523
C: -9.061 -14.084 8.603
O: -10.368 -13.896 9.108
H: -7.376 -13.159 10.217
H: -7.342 -15.338 8.930
H: -8.673 -15.703 10.008
H: -9.087 -14.485 7.588
H: -8.628 -13.077 8.509
H: -10.319 -13.637 10.034
O: -4.766 -12.432 8.251
C: -5.118 -13.555 7.445
C: -4.303 -13.485 6.166
O: -4.618 -12.294 5.461
H: -5.539 -11.927 8.514
H: -4.963 -14.490 7.990
H: -6.164 -13.620 7.123
H: -4.646 -14.340 5.584
H: -3.239 -13.530 6.407
H: -4.589 -11.610 6.145
O: -2.173 -15.128 2.973
C: -3.108 -15.980 3.670
C: -4.513 -15.602 3.243
O: -4.898 -16.374 2.090
H: -2.422 -15.238 2.048
H: -2.844 -16.972 3.295
H: -3.019 -15.937 4.753
H: -4.740 -14.548 3.058
H: -5.247 -15.851 4.023
H: -5.825 -16.581 2.265
O: -4.764 -21.942 7.163
C: -5.873 -21.413 6.434
C: -6.607 -22.502 5.678
O: -5.940 -22.961 4.488
H: -4.389 -22.620 6.585
H: -6.513 -20.916 7.167
H: -5.550 -20.609 5.764
H: -7.613 -22.219 5.348
H: -6.821 -23.384 6.283
H: -6.067 -22.227 3.856
O: -9.757 -22.752 8.016
C: -9.252 -22.073 9.147
C: -10.271 -22.013 10.291
O: -11.429 -21.254 10.001
H: -10.535 -22.327 7.641
H: -8.400 -22.664 9.493
H: -8.846 -21.115 8.827
H: -9.734 -21.534 11.127
H: -10.605 -23.003 10.596
H: -11.314 -20.280 10.019
O: -13.310 -19.470 4.417
C: -12.607 -19.561 3.179
C: -11.205 -20.067 3.398
O: -10.459 -19.268 4.283
H: -13.484 -18.545 4.599
H: -13.086 -20.323 2.551
H: -12.749 -18.622 2.639
H: -10.658 -20.207 2.462
H: -11.312 -21.106 3.741
H: -10.861 -19.286 5.169
O: -8.040 -18.449 11.245
C: -6.758 -18.465 10.610
C: -6.267 -19.903 10.423
O: -6.130 -20.588 11.664
H: -8.030 -19.076 11.982
H: -6.912 -18.067 9.605
H: -6.095 -17.797 11.165
H: -5.309 -19.919 9.890
H: -6.952 -20.433 9.766
H: -5.405 -20.128 12.105
O: -2.084 -17.903 7.419
C: -2.669 -18.696 6.386
C: -1.868 -19.957 6.128
O: -0.500 -19.776 5.777
H: -2.460 -18.085 8.282
H: -3.684 -18.969 6.676
H: -2.711 -18.030 5.524
H: -2.325 -20.570 5.353
H: -1.811 -20.518 7.070
H: -0.104 -19.172 6.416

Results of the Löwdin charge analysis, in e, for atoms 1 through 4: O -0.058; C -0.239; C -0.190; O -0.099

***

[2]
Molecular formula: C24H19Br2N2O
Method: DFT, ωB97M-V with the def2-TZVPD basis set

The value obtained for the HOMO-LUMO gap is 7.5 eV. Its total energy is -6258.5044 hartree. As for the charge: +1. The HOMO energy comes out at -11.124 eV. Its spin multiplicity is 1.

Cartesian coordinates (Å):
N: -1.265 0.914 5.420
C: -1.377 0.840 4.095
C: -0.472 0.078 3.316
Br: 0.987 -0.847 4.161
C: -0.596 0.049 1.953
N: -1.529 0.832 1.328
C: -1.716 0.788 -0.104
C: -2.851 -0.168 -0.472
C: -4.170 0.283 -0.343
C: -5.226 -0.470 -0.864
C: -4.973 -1.698 -1.487
C: -3.671 -2.214 -1.484
C: -2.632 -1.493 -0.873
C: -0.397 0.677 -0.877
C: 0.597 1.616 -0.559
C: 1.755 1.748 -1.319
C: 1.980 0.828 -2.351
O: 3.252 0.770 -2.934
C: 4.174 -0.039 -2.251
C: 4.027 -1.429 -2.278
C: 4.790 -2.190 -1.392
C: 5.708 -1.572 -0.537
C: 5.887 -0.187 -0.582
C: 5.145 0.591 -1.467
C: 1.012 -0.115 -2.703
C: -0.177 -0.161 -1.975
C: -2.433 1.554 2.062
C: -2.380 1.583 3.423
Br: -3.603 2.694 4.412
H: -1.907 1.489 5.949
H: -0.521 0.414 5.883
H: 0.025 -0.594 1.334
H: -2.098 1.785 -0.377
H: -4.375 1.246 0.132
H: -6.239 -0.072 -0.774
H: -5.796 -2.241 -1.960
H: -3.461 -3.172 -1.966
H: -1.645 -1.956 -0.771
H: 0.464 2.294 0.284
H: 2.509 2.507 -1.092
H: 3.312 -1.887 -2.963
H: 4.657 -3.272 -1.370
H: 6.291 -2.169 0.168
H: 6.609 0.307 0.069
H: 5.255 1.673 -1.539
H: 1.193 -0.817 -3.521
H: -0.927 -0.879 -2.293
H: -3.192 2.079 1.492

Results of the Löwdin charge analysis, in e, for atoms 1 through 4: N 0.153; C -0.353; C -0.532; Br 0.842

***

[3]
Molecular formula: C4H7IN2O
Method: DFT, ωB97M-V with the def2-TZVPD basis set

The value obtained for the HOMO-LUMO gap is 8.7 eV. The calculation puts the energy above the lowest of the compared OMol25 structures with the same formula, charge and spin at 63.6 kcal per mole. Its total energy is -638.9515 hartree. The HOMO energy comes out at -8.831 eV. Its spin multiplicity is 1.

Cartesian coordinates (Å):
H: 1.655 1.197 -1.451
N: 1.628 0.154 -1.617
C: 1.408 -0.466 -0.566
O: 1.376 -1.777 -0.476
C: 1.168 -2.453 -1.813
H: 1.243 -0.074 0.495
H: 1.943 -2.798 -2.382
H: 0.618 -1.719 -2.441
H: 0.637 -3.337 -1.398
N: -2.708 1.947 3.357
C: -2.288 1.748 2.254
C: -1.780 1.826 1.073
I: -0.189 3.064 0.589
H: -2.341 1.348 4.159
H: -2.371 1.340 0.216

Results of the Löwdin charge analysis, in e, for atoms 1 through 4: H 0.041; N 0.096; C -0.433; O -0.105

***

[4]
Molecular formula: C21H20MoN2O4S3
Method: DFT, ωB97M-V with the def2-TZVPD basis set

The value obtained for the HOMO-LUMO gap (alpha / beta) is 6.2 / 6.1 eV. The calculation puts the energy above the lowest of the compared OMol25 structures with the same formula, charge and spin at 0.0 kcal per mole. Its expectation value of S² is 0.77. Its total energy is -2485.2792 hartree. As for the charge: +1. The HOMO energy (alpha / beta) comes out at -11.663 / -11.638 eV. Its spin multiplicity is 2.

Cartesian coordinates (Å):
Mo: 1.074 -1.625 0.227
C: 2.562 1.230 0.217
C: 3.126 0.385 1.317
C: 4.120 0.878 2.177
C: 4.615 0.081 3.171
C: 4.126 -1.230 3.340
C: 4.579 -2.106 4.356
C: 4.051 -3.359 4.463
C: 3.055 -3.800 3.567
C: 2.599 -2.981 2.568
S: 1.384 -3.561 1.409
C: 3.133 -1.670 2.448
N: 2.658 -0.852 1.452
H: 2.782 2.283 0.373
H: 1.473 1.140 0.161
H: 2.993 0.933 -0.742
H: 4.473 1.890 2.042
H: 5.380 0.451 3.842
H: 5.343 -1.765 5.042
H: 4.393 -4.029 5.239
H: 2.652 -4.800 3.666
S: 2.683 -1.791 -2.806
C: 2.011 -1.705 -1.433
C: -1.931 1.753 -5.386
C: -2.374 1.880 -3.955
C: -3.697 1.662 -3.589
C: -4.105 1.783 -2.267
C: -3.175 2.124 -1.300
C: -1.848 2.364 -1.643
C: -1.457 2.240 -2.962
S: -3.649 2.162 0.402
O: -2.889 3.179 1.060
O: -5.076 2.107 0.437
N: -3.094 0.756 1.035
C: -3.561 -0.528 0.554
C: -2.778 -1.109 -0.639
C: -1.368 -1.430 -0.320
O: -0.619 -0.554 0.324
O: -0.777 -2.482 -0.636
H: -2.773 1.559 -6.047
H: -1.216 0.937 -5.503
H: -1.440 2.668 -5.722
H: -4.425 1.406 -4.349
H: -5.138 1.627 -1.984
H: -1.145 2.671 -0.878
H: -0.430 2.447 -3.241
H: -2.135 0.820 1.339
H: -4.602 -0.409 0.256
H: -3.554 -1.236 1.385
H: -2.756 -0.377 -1.454
H: -3.250 -2.017 -1.012

Results of the Löwdin charge analysis, in e, for atoms 1 through 4: Mo 1.248; C -0.018; C -0.283; C 0.013

***

[5]
Molecular formula: C28H43Cl2GeNO3V
Method: DFT, ωB97M-V with the def2-TZVPD basis set

The value obtained for the HOMO-LUMO gap (alpha / beta) is 6.8 / 5.8 eV. The calculation puts the energy above the lowest of the compared OMol25 structures with the same formula, charge and spin at 596.8 kcal per mole. Its expectation value of S² is 3.85. Its total energy is -5313.6343 hartree. The HOMO energy (alpha / beta) comes out at -7.559 / -7.477 eV. Its spin multiplicity is 4.

Cartesian coordinates (Å):
V: -0.897 -0.810 -0.452
C: 1.454 1.916 -4.752
C: -0.037 1.808 -4.398
C: -0.670 0.540 -4.998
C: -0.251 1.914 -2.903
C: -0.613 3.279 -2.146
C: -1.326 3.615 -1.050
C: -2.183 2.842 0.035
C: -2.825 3.502 1.202
C: -2.229 1.614 -0.387
C: -0.958 1.080 -2.216
H: 1.622 1.640 -5.792
H: 2.047 1.268 -4.106
H: 1.812 2.938 -4.616
H: -0.556 2.676 -4.813
H: -1.168 -0.090 -4.260
H: 0.078 -0.073 -5.502
H: -1.423 0.804 -5.740
H: -0.212 4.149 -2.661
H: -1.310 4.687 -0.862
H: -3.716 4.048 0.883
H: -2.140 4.208 1.672
H: -3.113 2.753 1.936
H: -3.078 1.024 -2.313
H: -2.168 -0.455 -2.386
C: 0.963 -3.920 -2.517
C: 1.823 -2.793 -1.960
C: 3.303 -2.979 -2.227
O: 1.362 -1.529 -2.492
C: 1.563 -2.718 -0.433
O: 2.288 -3.264 0.372
O: 0.517 -2.036 -0.137
H: 1.096 -3.998 -3.600
H: -0.087 -3.720 -2.301
H: 1.236 -4.872 -2.062
H: 3.490 -3.131 -3.293
H: 3.672 -3.835 -1.666
H: 3.847 -2.095 -1.893
H: 1.213 -1.652 -3.436
C: 4.619 0.188 2.871
C: 4.064 1.413 2.147
C: 2.536 1.494 2.194
C: 1.856 0.415 1.349
Ge: -0.120 0.382 1.556
C: -0.760 -0.587 3.155
C: 0.009 -0.241 4.441
C: 1.243 -1.118 4.630
C: 2.009 -0.776 5.903
H: 5.710 0.217 2.904
H: 4.327 -0.738 2.374
H: 4.250 0.150 3.898
H: 4.385 1.396 1.100
H: 4.483 2.315 2.602
H: 2.213 2.478 1.841
H: 2.205 1.402 3.234
H: 2.225 -0.578 1.615
H: 2.094 0.565 0.291
H: -0.405 1.879 1.910
H: -0.698 -1.657 2.942
H: -1.819 -0.341 3.262
H: -0.648 -0.360 5.309
H: 0.317 0.810 4.407
H: 1.899 -1.006 3.763
H: 0.930 -2.165 4.661
H: 2.381 0.251 5.873
H: 2.862 -1.442 6.042
H: 1.363 -0.872 6.779
Cl: -2.180 0.417 -1.412
C: -3.527 -0.425 -1.013
C: -4.782 -0.232 -1.585
C: -5.948 -0.582 -0.936
C: -5.924 -1.388 0.217
C: -4.720 -1.849 0.662
Cl: -4.589 -2.832 2.069
C: -3.501 -1.496 0.001
N: -2.280 -2.015 0.225
H: -4.770 0.477 -2.418
H: -6.898 -0.239 -1.324
H: -6.839 -1.645 0.731

Results of the Löwdin charge analysis, in e, for atoms 1 through 4: V 0.628; C -0.057; C -0.354; C -0.039

***

[6]
Molecular formula: C3H9N3
Method: DFT, ωB97M-V with the def2-TZVPD basis set

The value obtained for the HOMO-LUMO gap is 10.0 eV. The calculation puts the energy above the lowest of the compared OMol25 structures with the same formula, charge and spin at 88.3 kcal per mole. Its total energy is -283.8424 hartree. The HOMO energy comes out at -9.125 eV. Its spin multiplicity is 1.

Cartesian coordinates (Å):
H: 0.705 -3.113 -0.027
N: -0.095 -2.631 -0.678
C: -0.273 -1.326 -0.451
N: -0.039 -0.529 0.619
N: 0.214 0.922 0.507
C: 1.077 1.416 -0.412
C: -1.026 1.647 0.418
H: -0.802 -0.822 -1.273
H: 0.839 -0.879 1.352
H: 2.026 0.864 -0.242
H: 1.389 2.505 -0.018
H: 0.933 1.331 -1.540
H: -0.974 2.719 0.416
H: -1.660 1.279 -0.443
H: -1.682 1.346 1.311

Results of the Löwdin charge analysis, in e, for atoms 1 through 4: H 0.079; N 0.014; C -0.374; N -0.002